No. 1
C22H27ClCoO10P2SSi as an isolated structure, computed with ωB97M-V with the def2-TZVPD basis set.

Output
HOMO energy (alpha / beta) ... -2.000 / -1.786 eV
LUMO (alpha / beta) ... 3.719 / 3.719 eV
Spin multiplicity ... 2
Total charge ... -2
Energy relative to the best compared isomer or geometry (same formula, charge and spin) ... 0.483 eV

```
65
C22H27ClCoO10P2SSi (ωB97M-V with the def2-TZVPD basis set)
Co -0.17844 -0.95470 0.98249
Cl -4.01734 2.66734 6.26432
C -2.85832 1.78772 5.26949
C -1.49788 1.76063 5.65742
C -0.58193 1.10262 4.90133
C -0.93444 0.41298 3.67038
O -0.06145 -0.16073 2.99216
C -2.34205 0.44991 3.32938
C -2.87413 -0.22236 2.18602
O -2.27422 -0.85776 1.31683
C -3.26257 1.14538 4.14213
H -1.19742 2.27113 6.56502
H 0.46181 1.08333 5.18907
H -3.97778 -0.16623 2.09293
H -4.30774 1.16553 3.85108
C 0.32736 -5.92524 0.01052
C -0.79991 -4.91541 -0.10382
O -2.00751 -5.57791 -0.56132
P -0.48969 -3.64398 -1.38884
O 1.08364 -3.47636 -1.57151
O -0.85039 -4.48197 -2.71733
O -1.22582 -2.37973 -1.24343
P -1.07676 -4.08893 1.54305
O -2.61362 -3.60706 1.30555
O -1.02222 -5.12343 2.60027
O -0.15067 -2.90980 1.56010
H 0.56457 -6.36976 -0.95981
H 0.02400 -6.70023 0.71342
H 1.21918 -5.43444 0.39975
H -2.72742 -5.17605 -0.05195
H 1.34112 -2.56768 -1.34292
H -1.57511 -5.07947 -2.47390
H -2.62263 -2.65528 1.08127
C 2.98592 0.30667 1.69301
Si 2.06105 -0.96261 0.62175
C 2.97690 -2.58559 1.05249
C 2.69830 -0.60537 -1.16892
H 4.07302 0.17875 1.62432
H 2.67878 0.18030 2.73422
H 2.73252 1.32851 1.39489
H 4.04294 -2.51434 0.80314
H 2.55495 -3.44130 0.51940
H 2.87924 -2.80030 2.12074
H 3.54131 -1.25113 -1.43926
H 3.04117 0.43258 -1.22927
H 1.91708 -0.70507 -1.93077
C 0.59053 4.90426 -5.99937
C 1.10101 6.11936 -5.26829
O 2.11420 6.69514 -5.55938
S 0.02832 6.72190 -3.91938
C -0.01763 5.22283 -2.96312
C 1.14312 4.72496 -2.37168
C 1.09991 3.55933 -1.63048
C -0.10475 2.85143 -1.43638
C -1.26212 3.37928 -2.03867
C -1.21900 4.53933 -2.79025
C -0.14050 1.66276 -0.67118
C -0.12468 0.63593 0.00252
H 1.34709 4.53517 -6.68892
H -0.30874 5.18687 -6.54866
H 0.31462 4.12603 -5.28838
H 2.07781 5.25787 -2.50210
H 1.99987 3.16891 -1.17351
H -2.19645 2.84987 -1.90588
H -2.12001 4.92564 -3.25176
```

***

No. 2
A 3-piece molecular cluster, C22H27F2N2O2 overall, computed with ωB97M-V with the def2-TZVPD basis set.

Output
HOMO energy ... -11.443 eV
LUMO ... -3.150 eV
Total charge ... +1

```
55
C22H27F2N2O2 (ωB97M-V with the def2-TZVPD basis set)
C 3.70677 3.20184 -0.13036
C 2.73985 2.25592 -1.01341
C 2.53215 0.83670 -0.34027
C 1.13045 0.13623 -0.61402
C 1.25428 -1.42797 -0.93255
N 0.26877 0.83713 -1.61087
C 0.23659 0.59006 -3.02840
C -0.75166 1.51931 -3.57723
N -1.30419 2.29064 -2.51806
C -0.66131 1.83994 -1.36830
C -0.90284 2.42306 0.06284
C -2.38173 2.29552 0.58621
O -2.85104 3.29319 1.15631
O -3.19405 1.15855 0.49449
H 3.10830 4.11542 0.17231
H 4.56323 3.56945 -0.75576
H 4.01091 2.66426 0.80784
H 1.80036 2.85527 -1.17089
H 3.17270 2.08083 -2.04965
H 2.66164 0.93039 0.77567
H 3.33116 0.14911 -0.74559
H 0.55836 0.17127 0.36687
H 1.81680 -1.86089 -0.04973
H 1.75660 -1.63396 -1.91517
H 0.22488 -1.89825 -0.87948
H 0.85848 -0.12983 -3.61982
H -1.04295 1.61437 -4.64918
H -2.01238 3.02798 -2.54599
H -0.64909 3.52973 0.03517
H -0.22619 1.98597 0.85449
H -3.05147 0.68462 1.34774
F 0.44237 -4.10161 -0.61059
C 0.06828 -4.61334 -1.80010
C -1.12966 -4.21126 -2.36460
C -1.51278 -4.73502 -3.59367
C -0.69901 -5.66121 -4.23687
C 0.49975 -6.06024 -3.65612
C 0.88927 -5.52934 -2.43268
H -1.75470 -3.49489 -1.84419
H -2.44508 -4.42225 -4.04902
H -1.00087 -6.07257 -5.19329
H 1.13096 -6.78518 -4.15630
H 1.82373 -5.82209 -1.96954
F -0.28556 0.55872 7.46857
C -0.84965 1.04421 6.35496
C -1.22031 0.17214 5.34729
C -1.80942 0.67606 4.19443
C -2.01367 2.04741 4.05706
C -1.63001 2.91202 5.07705
C -1.05026 2.40854 6.23425
H -1.04738 -0.89039 5.46744
H -2.10939 -0.00146 3.40107
H -2.46201 2.42933 3.14812
H -1.78360 3.97945 4.97005
H -0.75439 3.06711 7.04147
```

***

No. 3
One molecule with the formula C22H27F3N4O2, computed with ωB97M-V with the def2-TZVPD basis set.

Output
HOMO energy ... -7.443 eV
LUMO ... 0.083 eV
Total charge ... 0
Structure (SMILES) ... Cc1noc(C)c1C(=O)N1CCC[C@@H](N2CCN(c3cccc(C(F)(F)F)c3)CC2)C1
Energy relative to the best compared isomer or geometry (same formula, charge and spin) ... 23.478 eV

```
58
C22H27F3N4O2 (ωB97M-V with the def2-TZVPD basis set)
C 3.06919 1.72936 -1.85145
C 1.82191 2.14351 -1.49362
N 0.91373 2.64608 -2.35947
O -0.27634 2.89847 -1.64143
C -0.06003 2.57915 -0.45979
C 1.11988 2.15125 -0.10352
C 1.78904 1.84690 1.29598
O 2.30319 2.90787 1.67797
N 1.91483 0.70360 1.40871
C 2.62531 0.28631 2.75742
H 2.88233 1.45838 3.23923
C 3.62851 -0.55418 2.44347
C 3.25294 -2.05799 1.67431
H 4.07165 -2.47723 1.61973
C 2.59210 -1.45341 0.32986
N 2.19971 -2.62250 -0.22213
C 2.37345 -2.61948 -1.72961
H 2.40981 -3.52082 -2.10846
C 1.19970 -1.66951 -2.47051
N -0.09322 -2.04768 -1.48497
C -1.11678 -1.19981 -1.48236
C -2.01858 -1.17831 -0.10920
C -2.91427 -0.23142 -0.01879
C -3.19945 0.72971 -0.80960
C -2.32071 0.93123 -2.34036
C -1.22154 -0.12858 -2.31180
H -0.68773 -0.24776 -3.19035
H -2.43632 1.70920 -2.85112
H -4.00884 1.35420 -0.70564
C -3.74897 -0.47551 1.21083
F -3.28118 -1.13661 2.04285
F -5.04770 -0.92368 0.73054
F -3.93189 0.80134 1.75024
H -1.77602 -2.16872 0.45556
C -0.01948 -3.45499 -0.97003
H -0.89743 -3.44676 -0.47949
C 1.17962 -3.41668 -0.10607
H 1.50196 -4.43794 0.44518
H 0.76869 -3.04514 1.05258
H 0.09746 -4.00000 -1.66430
H 1.31285 -0.77032 -2.26444
H 0.83098 -2.04990 -3.20406
H 3.13757 -1.94029 -2.02061
C 1.40435 -0.58542 0.78820
H 0.88432 -0.02819 -0.22975
H 0.83805 -1.00326 1.35218
H 3.45501 -0.99756 -0.05450
H 2.62407 -2.55074 2.43107
H 4.17520 -0.85262 3.40624
H 4.39088 -0.09422 2.02101
H 1.85573 -0.07027 3.37194
C -1.09988 3.16025 0.63241
H -1.54523 2.31026 0.83634
H -1.70737 3.79965 0.36898
H -0.53138 3.41538 1.70628
H 3.27784 0.80999 -1.39980
H 3.05314 1.72301 -3.08848
H 3.68604 2.39614 -1.44619
```

***

No. 4
A 5-piece molecular cluster, C22H27IO16 overall, computed with ωB97M-V with the def2-TZVPD basis set.

Output
HOMO energy ... -9.812 eV
LUMO ... -1.246 eV
Total charge ... 0
Structure (SMILES) ... O=C(I)CC1=CC(=O)OC1=O.C[C@@H]1COC(=O)O1.C[C@@H]1COC(=O)O1.C[C@@H]1COC(=O)O1.C[C@@H]1COC(=O)O1

```
66
C22H27IO16 (ωB97M-V with the def2-TZVPD basis set)
O 3.04201 -3.06180 0.45906
C 2.76971 -2.73245 -0.61833
I 3.64271 -0.96310 -1.51365
C 1.73676 -3.46485 -1.51936
C 0.48988 -2.54957 -1.51404
C -0.26817 -2.45796 -0.41971
C -1.33170 -1.43064 -0.83244
O -1.99144 -0.85811 -0.05891
O -1.31704 -1.29121 -2.20671
C -0.03104 -1.63538 -2.61824
O 0.52625 -1.27527 -3.55717
H 2.10322 -3.56794 -2.55593
H 1.49325 -4.46643 -1.12908
H -0.18301 -2.95339 0.54678
C 2.17206 -1.17941 5.11602
C 3.28176 -1.13665 4.09381
C 4.56531 -0.53252 4.59392
O 5.15425 -0.04008 3.38692
C 4.13270 0.23639 2.53176
O 4.25572 0.82857 1.50956
O 2.95441 -0.25520 3.00749
H 1.23282 -1.47546 4.64832
H 2.40447 -1.88629 5.91405
H 2.00617 -0.19802 5.55568
H 3.44715 -2.13508 3.67618
H 5.21668 -1.26262 5.07144
H 4.41198 0.31082 5.27246
C -2.07104 -0.60589 -7.17282
C -2.06576 -2.11435 -7.23780
C -1.37677 -2.78114 -6.07785
O -0.95533 -4.02159 -6.65289
C -0.78617 -3.80138 -7.98682
O -0.27118 -4.56552 -8.73476
O -1.28502 -2.58470 -8.34370
H -2.43622 -0.18614 -8.11122
H -2.70736 -0.25356 -6.35995
H -1.06255 -0.21564 -7.02386
H -3.08663 -2.48792 -7.36721
H -2.04364 -2.95346 -5.23358
H -0.49096 -2.24312 -5.73190
C -2.14062 3.63044 4.19328
C -1.18224 2.85020 5.05658
C -0.32939 1.87312 4.29580
O -0.03985 0.88850 5.29731
C -1.07276 0.91111 6.18448
O -1.24349 0.10000 7.03729
O -1.88208 1.98061 5.96050
H -2.83859 4.19858 4.81164
H -1.60328 4.32026 3.54677
H -2.74090 2.96334 3.57332
H -0.57246 3.53265 5.65681
H 0.58668 2.31978 3.91318
H -0.85889 1.38294 3.47465
C -1.79937 2.79471 -2.24060
C -1.46246 2.54636 -0.79024
C -2.30134 3.32869 0.18510
O -1.42823 3.42650 1.31580
C -0.15385 3.37007 0.83662
O 0.81437 3.60333 1.48544
O -0.14274 3.01534 -0.47444
H -1.05630 2.32772 -2.88891
H -2.78225 2.39064 -2.48604
H -1.79091 3.86230 -2.46926
H -1.49537 1.47435 -0.57570
H -3.22466 2.81670 0.45193
H -2.53719 4.33980 -0.15685
```

***

What did the first record say?
C22H27ClCoO10P2SSi as an isolated structure, computed with ωB97M-V with the def2-TZVPD basis set.

Output
HOMO energy (alpha / beta) ... -2.000 / -1.786 eV
LUMO (alpha / beta) ... 3.719 / 3.719 eV
Spin multiplicity ... 2
Total charge ... -2
Energy relative to the best compared isomer or geometry (same formula, charge and spin) ... 0.483 eV

```
65
C22H27ClCoO10P2SSi (ωB97M-V with the def2-TZVPD basis set)
Co -0.17844 -0.95470 0.98249
Cl -4.01734 2.66734 6.26432
C -2.85832 1.78772 5.26949
C -1.49788 1.76063 5.65742
C -0.58193 1.10262 4.90133
C -0.93444 0.41298 3.67038
O -0.06145 -0.16073 2.99216
C -2.34205 0.44991 3.32938
C -2.87413 -0.22236 2.18602
O -2.27422 -0.85776 1.31683
C -3.26257 1.14538 4.14213
H -1.19742 2.27113 6.56502
H 0.46181 1.08333 5.18907
H -3.97778 -0.16623 2.09293
H -4.30774 1.16553 3.85108
C 0.32736 -5.92524 0.01052
C -0.79991 -4.91541 -0.10382
O -2.00751 -5.57791 -0.56132
P -0.48969 -3.64398 -1.38884
O 1.08364 -3.47636 -1.57151
O -0.85039 -4.48197 -2.71733
O -1.22582 -2.37973 -1.24343
P -1.07676 -4.08893 1.54305
O -2.61362 -3.60706 1.30555
O -1.02222 -5.12343 2.60027
O -0.15067 -2.90980 1.56010
H 0.56457 -6.36976 -0.95981
H 0.02400 -6.70023 0.71342
H 1.21918 -5.43444 0.39975
H -2.72742 -5.17605 -0.05195
H 1.34112 -2.56768 -1.34292
H -1.57511 -5.07947 -2.47390
H -2.62263 -2.65528 1.08127
C 2.98592 0.30667 1.69301
Si 2.06105 -0.96261 0.62175
C 2.97690 -2.58559 1.05249
C 2.69830 -0.60537 -1.16892
H 4.07302 0.17875 1.62432
H 2.67878 0.18030 2.73422
H 2.73252 1.32851 1.39489
H 4.04294 -2.51434 0.80314
H 2.55495 -3.44130 0.51940
H 2.87924 -2.80030 2.12074
H 3.54131 -1.25113 -1.43926
H 3.04117 0.43258 -1.22927
H 1.91708 -0.70507 -1.93077
C 0.59053 4.90426 -5.99937
C 1.10101 6.11936 -5.26829
O 2.11420 6.69514 -5.55938
S 0.02832 6.72190 -3.91938
C -0.01763 5.22283 -2.96312
C 1.14312 4.72496 -2.37168
C 1.09991 3.55933 -1.63048
C -0.10475 2.85143 -1.43638
C -1.26212 3.37928 -2.03867
C -1.21900 4.53933 -2.79025
C -0.14050 1.66276 -0.67118
C -0.12468 0.63593 0.00252
H 1.34709 4.53517 -6.68892
H -0.30874 5.18687 -6.54866
H 0.31462 4.12603 -5.28838
H 2.07781 5.25787 -2.50210
H 1.99987 3.16891 -1.17351
H -2.19645 2.84987 -1.90588
H -2.12001 4.92564 -3.25176
```

***

What is the total charge in the first record? -2

***

The highest total charge belongs to which entry? C22H27F2N2O2

***

Which formula does entry 4 have? C22H27IO16